1.
This record from the Open Molecules 2025 dataset describes a 2-piece molecular cluster, C2H10N2S overall. The level of theory is the ωB97M-V functional and the def2-TZVPD basis.

Maximum force   0.39 eV/Å
E   -16051.6170 eV
SMILES string   NCCS.N
HOMO energy   -8.84 eV
HOMO-LUMO gap   9.724 eV

Each line ends with the Löwdin charge.
Positions of all 15 atoms, in Å:
1 N -0.146 0.347 1.272  -0.020
2 C -0.390 1.372 0.262  -0.387
3 C -1.013 0.712 -0.956  -0.584
4 S -1.527 1.944 -2.202  0.671
5 H 0.644 -0.234 0.997  0.018
6 H 0.153 0.792 2.133  0.062
7 H 0.512 1.918 -0.034  0.102
8 H -1.092 2.103 0.665  0.102
9 H -0.290 0.035 -1.410  0.066
10 H -1.875 0.132 -0.632  0.067
11 H -1.656 1.107 -3.237  -0.163
12 N 1.615 -2.288 0.767  0.017
13 H 1.275 -2.783 -0.042  0.014
14 H 2.607 -2.487 0.817  0.014
15 H 1.183 -2.670 1.599  0.022



2.
This record from the Open Molecules 2025 dataset describes one molecule with the formula C6H8. The level of theory is the ωB97M-V functional and the def2-TZVPD basis.

Maximum force   0.43 eV/Å
E   -6346.5402 eV
HOMO energy   -8.13 eV
HOMO-LUMO gap   7.581 eV

Each line ends with the Löwdin charge.
Positions of all 14 atoms, in Å:
1 C -1.084 1.080 -0.142  -0.081
2 C -0.654 -0.171 0.626  -0.458
3 C -0.527 -1.465 -0.245  -0.065
4 C 0.750 -0.263 1.085  0.026
5 C 1.700 0.268 0.227  -0.205
6 C 2.605 0.743 -0.441  0.153
7 H -0.425 1.258 -0.998  0.072
8 H -1.021 1.958 0.512  0.080
9 H -2.116 1.005 -0.499  0.077
10 H -1.352 -0.367 1.447  0.118
11 H -0.412 -1.202 -1.300  0.091
12 H -1.374 -2.136 -0.093  0.085
13 H 0.366 -2.034 0.058  0.075
14 H 3.426 1.153 -0.985  0.031



3.
This record from the Open Molecules 2025 dataset describes C36H38CaO2P2 as an isolated structure in a non-equilibrium geometry. The level of theory is the ωB97M-V functional and the def2-TZVPD basis.

Maximum force   6.74 eV/Å
E   -79053.1937 eV
HOMO energy   -6.76 eV
HOMO-LUMO gap   5.958 eV

Each line ends with the Löwdin charge.
Positions of all 79 atoms, in Å:
1 Ca 0.000 0.000 0.000  1.251
2 C -2.054 -0.080 0.858  -0.201
3 C -2.163 -0.402 -0.491  -0.203
4 C -2.651 0.544 -1.576  -0.167
5 C -1.504 1.303 -2.287  -0.162
6 C -0.374 1.716 -1.370  -0.217
7 C -0.503 2.197 -0.071  -0.177
8 C -1.824 2.468 0.630  -0.146
9 C -2.322 1.273 1.478  -0.161
10 C 2.057 0.263 -0.130  -0.400
11 H -2.008 -0.907 1.564  0.128
12 H -2.163 -1.459 -0.747  0.118
13 H -3.370 1.251 -1.152  0.109
14 H -3.197 -0.037 -2.326  0.116
15 H -1.076 0.653 -3.058  0.098
16 H -1.909 2.182 -2.812  0.134
17 H 0.584 1.867 -1.864  0.121
18 H 0.375 2.664 0.371  0.128
19 H -2.580 2.753 -0.106  0.105
20 H -1.698 3.332 1.291  0.128
21 H -1.812 1.292 2.448  0.114
22 H -3.396 1.389 1.690  0.134
23 H 2.569 -0.183 0.729  -0.032
24 H 2.326 1.325 -0.194  -0.030
25 H 2.418 -0.242 -1.035  -0.051
26 P 0.124 -2.538 -9.458  1.019
27 P 2.253 0.550 -9.723  1.012
28 C -0.237 -0.870 -10.077  -0.335
29 C 0.492 0.265 -10.055  -0.345
30 C -0.806 -3.668 -10.555  -0.414
31 C -1.974 -3.294 -11.234  -0.099
32 C -2.623 -4.202 -12.069  -0.082
33 C -2.118 -5.494 -12.226  -0.085
34 C -0.960 -5.877 -11.546  -0.084
35 C -0.303 -4.966 -10.723  -0.110
36 C -0.917 -2.506 -7.938  -0.368
37 C -0.521 -1.657 -6.891  -0.103
38 C -1.243 -1.609 -5.701  -0.091
39 C -2.359 -2.430 -5.525  -0.099
40 C -2.745 -3.293 -6.549  -0.085
41 C -2.033 -3.330 -7.749  -0.083
42 C 2.718 1.326 -11.329  -0.377
43 C 2.719 0.510 -12.473  -0.110
44 C 3.091 1.024 -13.713  -0.089
45 C 3.495 2.355 -13.828  -0.093
46 C 3.521 3.166 -12.693  -0.086
47 C 3.132 2.658 -11.453  -0.087
48 C 2.300 1.966 -8.566  -0.417
49 C 3.392 2.050 -7.691  -0.109
50 C 3.489 3.100 -6.780  -0.083
51 C 2.484 4.068 -6.723  -0.088
52 C 1.390 3.989 -7.586  -0.085
53 C 1.300 2.946 -8.508  -0.099
54 H -1.271 -0.785 -10.415  0.055
55 H -0.002 1.174 -10.400  0.063
56 H -2.370 -2.291 -11.106  0.091
57 H -3.519 -3.899 -12.602  0.103
58 H -2.624 -6.199 -12.880  0.102
59 H -0.561 -6.880 -11.671  0.103
60 H 0.617 -5.249 -10.218  0.097
61 H 0.363 -1.032 -7.008  0.098
62 H -0.928 -0.939 -4.906  0.082
63 H -2.918 -2.400 -4.594  0.092
64 H -3.610 -3.939 -6.420  0.102
65 H -2.350 -3.999 -8.544  0.096
66 H 2.431 -0.536 -12.390  0.100
67 H 3.076 0.380 -14.589  0.102
68 H 3.794 2.754 -14.793  0.100
69 H 3.838 4.203 -12.772  0.102
70 H 3.146 3.302 -10.579  0.095
71 H 4.155 1.276 -7.717  0.097
72 H 4.338 3.154 -6.105  0.104
73 H 2.551 4.879 -6.004  0.101
74 H 0.603 4.736 -7.539  0.101
75 H 0.452 2.887 -9.185  0.094
76 O 0.867 -0.054 4.344  -0.111
77 C 0.625 -0.378 3.096  -0.463
78 O 0.430 0.560 2.201  -0.268
79 H 0.582 -1.419 2.806  0.099



4.
This record from the Open Molecules 2025 dataset describes one molecule with the formula C6H6N2O3S in a non-equilibrium geometry. The level of theory is the ωB97M-V functional and the def2-TZVPD basis.

Maximum force   7.92 eV/Å
E   -26268.4846 eV
SMILES string   N=[S@](=O)(c1ccccc1)[N+](=O)[O-]
HOMO energy   -9.96 eV
HOMO-LUMO gap   9.312 eV

Each line ends with the Löwdin charge.
Positions of all 18 atoms, in Å:
1 N -2.618 -1.695 0.951  -0.194
2 S -2.571 -0.603 -0.076  1.000
3 O -3.293 -0.837 -1.803  -0.453
4 C -0.921 -0.187 -0.173  -0.380
5 C -0.455 0.537 -1.249  -0.060
6 C 0.796 1.200 -1.186  -0.047
7 C 1.631 0.800 -0.145  -0.062
8 C 1.247 -0.202 0.761  -0.106
9 C -0.009 -0.609 0.868  -0.064
10 N -3.331 1.064 0.390  -0.469
11 O -2.508 1.936 0.503  0.072
12 O -4.496 1.065 0.634  0.094
13 H -3.254 -2.341 1.392  0.060
14 H -1.128 0.985 -1.941  0.107
15 H 1.152 1.712 -2.063  0.107
16 H 2.699 1.188 -0.301  0.135
17 H 1.962 -0.357 1.580  0.119
18 H -0.500 -1.301 1.672  0.142



5.
This record from the Open Molecules 2025 dataset describes C19H28BN7PbSi as an isolated structure in a non-equilibrium geometry. The level of theory is the ωB97M-V functional and the def2-TZVPD basis.

Maximum force   4.38 eV/Å
E   -44343.3925 eV
Charge   +4
HOMO energy (alpha / beta)   -20.31 / -20.36 eV
HOMO-LUMO gap (alpha / beta)   3.960 / 4.777 eV

Each line ends with the Löwdin charge.
Positions of all 57 atoms, in Å:
1 C 2.814 0.084 0.174  -0.138
2 N 1.558 -0.015 -0.323  -0.097
3 N 1.601 0.427 -1.630  -0.031
4 C 2.879 0.754 -1.944  -0.008
5 C 3.682 0.537 -0.830  0.004
6 B 0.376 0.491 -2.601  -0.445
7 N -0.728 -0.592 -2.318  0.069
8 N -1.041 -1.102 -1.065  -0.006
9 C -1.978 -2.074 -1.255  -0.045
10 C -2.260 -2.193 -2.617  0.163
11 C -1.478 -1.227 -3.251  0.112
12 Pb 0.091 -1.642 1.076  1.570
13 N -0.227 1.934 -2.632  0.016
14 N -0.479 2.634 -1.469  0.136
15 C -1.018 3.805 -1.838  -0.021
16 C -1.101 3.882 -3.252  0.143
17 C -0.579 2.675 -3.718  0.085
18 H -1.311 4.544 -1.094  0.146
19 H -0.420 2.300 -4.720  0.165
20 H -1.494 4.703 -3.826  0.155
21 H 0.810 0.262 -3.700  0.139
22 H -1.393 -0.967 -4.296  0.176
23 H 3.131 1.110 -2.935  0.150
24 H -2.930 -2.900 -3.079  0.168
25 H 4.744 0.677 -0.745  0.123
26 H -2.385 -2.671 -0.440  0.128
27 H 3.068 -0.180 1.200  0.093
28 H -2.588 -1.737 1.395  0.025
29 C -2.046 -2.143 2.254  -0.142
30 H -2.774 -2.718 2.841  0.107
31 H -1.268 -2.899 1.962  -0.040
32 H -1.662 -1.358 2.918  0.025
33 C -2.343 1.306 1.377  -0.155
34 Si -0.935 1.713 2.540  0.449
35 C 0.001 3.104 1.710  -0.137
36 C -1.589 2.283 4.215  -0.115
37 N 0.071 0.259 2.705  -0.003
38 C 1.272 0.208 3.341  -0.322
39 C 1.967 1.386 3.749  0.077
40 C 3.310 1.321 4.125  0.049
41 C 3.958 0.086 4.236  0.110
42 C 3.269 -1.092 3.925  0.032
43 C 1.921 -1.050 3.565  -0.009
44 H -3.034 2.161 1.296  0.075
45 H -2.924 0.429 1.687  0.026
46 H -1.952 1.127 0.365  0.002
47 H -0.543 4.057 1.846  0.076
48 H 1.027 3.252 2.077  0.038
49 H 0.058 2.905 0.622  0.001
50 H -2.181 1.504 4.725  0.057
51 H -0.783 2.570 4.908  0.051
52 H -2.243 3.164 4.083  0.077
53 H 1.445 2.349 3.758  0.115
54 H 3.813 2.256 4.377  0.155
55 H 4.978 0.044 4.635  0.169
56 H 3.782 -2.056 3.980  0.154
57 H 1.338 -1.974 3.424  0.103



6.
This record from the Open Molecules 2025 dataset describes one molecule with the formula C3H4N2O. The level of theory is the ωB97M-V functional and the def2-TZVPD basis.

Maximum force   0.71 eV/Å
E   -8200.7783 eV
HOMO energy   -9.25 eV
HOMO-LUMO gap   10.010 eV

Each line ends with the Löwdin charge.
Positions of all 10 atoms, in Å:
1 N -0.209 -1.887 0.358  0.171
2 C -0.030 -0.563 0.133  -0.493
3 N 0.929 0.037 -0.458  0.111
4 C 0.477 1.402 -0.451  -0.252
5 C -0.752 1.554 0.330  -0.007
6 O -1.072 0.257 0.552  -0.012
7 H 0.611 -2.469 0.270  0.111
8 H -0.878 -2.157 1.062  0.109
9 H 1.235 2.179 -0.549  0.118
10 H -0.312 1.648 -1.247  0.144